# 1
{
  "formula": "C3H9NO2",
  "method": "ωB97M-V/def2-TZVPD",
  "species": ["C", "C", "O", "O", "H", "H", "H", "C", "N", "H", "H", "H", "H", "H", "H"],
  "positions_angstrom": [[1.31267, 0.73402, -1.64322], [1.09085, -0.24051, -0.57591], [1.35883, 0.20409, 0.68361], [0.70764, -1.35205, -0.82999], [2.37224, 1.02274, -1.86918], [0.75633, 1.63959, -1.27739], [0.79736, 0.58993, -2.63848], [-2.43896, 0.68639, 1.30832], [-1.51713, -0.33268, 0.83680], [-1.80617, -0.36150, -0.15003], [1.31842, -0.56542, 1.33869], [-1.61926, -1.28799, 1.17120], [-1.81461, 1.57160, 1.61639], [-3.02198, 0.64618, 2.22064], [-3.12320, 1.06349, 0.51148]],
  "energy_ev": -8832.0043,
  "spin_multiplicity": 2,
  "homo_energy_ha": [-0.546, -0.527],
  "fmax_ha_per_bohr": 0.0830,
  "e_above_lowest_ev": 1.507,
  "charge": 1,
  "s2": 0.755,
  "lumo_ev": [-3.6630, -9.4073]
}


# 2
{
  "formula": "C26H32IN6O5S2Sc",
  "method": "ωB97M-V/def2-TZVPD",
  "species": ["Sc", "C", "C", "N", "C", "C", "C", "O", "C", "C", "N", "C", "C", "C", "C", "C", "C", "I", "C", "O", "H", "H", "H", "H", "H", "H", "H", "H", "H", "H", "H", "H", "C", "O", "C", "C", "O", "C", "C", "O", "C", "H", "H", "H", "H", "H", "H", "H", "H", "H", "H", "H", "H", "H", "H", "N", "C", "N", "C", "C", "S", "C", "C", "S", "C", "N", "N", "H", "H", "H", "H", "H", "H"],
  "positions_angstrom": [[0.28443, -0.25160, -0.39213], [-0.44440, 0.11659, -5.10283], [-0.43303, -1.35750, -5.15050], [-0.64529, -2.05075, -4.02841], [-0.90103, -3.44577, -4.10251], [-1.27274, -3.91872, -2.90650], [-1.64634, -5.31811, -2.54973], [-0.70305, -5.81954, -1.59091], [-1.20152, -2.80999, -1.96413], [-1.63589, -2.76449, -0.62016], [-1.41071, -1.74183, 0.14811], [-2.03627, -1.68871, 1.41347], [-2.02024, -2.73880, 2.32779], [-2.64636, -2.60469, 3.55718], [-3.29790, -1.42658, 3.89148], [-3.33667, -0.37081, 2.98935], [-2.70157, -0.52093, 1.77354], [-2.80011, 0.98665, 0.29269], [-0.77382, -1.68128, -2.65459], [-0.48543, -0.52008, -2.18117], [-1.34788, 0.39944, -5.65496], [0.37154, 0.49453, -5.72065], [-0.47033, 0.60035, -4.12367], [-0.81991, -3.92479, -5.06330], [-1.65087, -5.93033, -3.45215], [-2.65302, -5.33610, -2.11862], [-0.76565, -6.78029, -1.58397], [-2.23261, -3.59991, -0.25255], [-1.50582, -3.65783, 2.07207], [-2.63038, -3.43000, 4.25649], [-3.78896, -1.32570, 4.84967], [-3.86847, 0.53914, 3.23097], [-0.24711, 2.59817, -2.10542], [0.62808, 1.90887, -1.19899], [1.92292, 2.53135, -1.18159], [2.74156, 1.96544, -0.03893], [2.66003, 0.54134, -0.04114], [3.82211, -0.12277, -0.55254], [3.35988, -1.42126, -1.19853], [2.15215, -1.17626, -1.92019], [2.40776, -0.70819, -3.25260], [-0.46206, 3.60153, -1.72981], [-1.16815, 2.02720, -2.18789], [0.21364, 2.68230, -3.09047], [1.81009, 3.60858, -1.04207], [2.41241, 2.34657, -2.14281], [2.36116, 2.31886, 0.91663], [3.77348, 2.30115, -0.13918], [4.51992, -0.32487, 0.26171], [4.31717, 0.51688, -1.28634], [3.14145, -2.16477, -0.43896], [4.12996, -1.81759, -1.86135], [2.66816, -1.54855, -3.89772], [3.22252, 0.01778, -3.26397], [1.49927, -0.23895, -3.61469], [-0.22980, 3.06993, 1.49769], [0.24557, 2.00110, 2.16954], [0.38918, 0.78794, 1.67058], [1.00062, -0.05038, 2.60880], [1.31750, 0.53674, 3.78155], [0.83412, 2.18608, 3.78950], [1.22124, -1.45398, 2.28652], [1.46497, -2.43891, 3.17750], [1.62365, -3.95781, 2.38120], [1.31292, -3.17651, 0.86471], [1.13365, -1.87274, 0.96081], [1.35504, -3.84434, -0.29839], [-0.77555, 2.89700, 0.67157], [-0.47620, 3.89234, 2.02384], [1.80804, 0.10830, 4.63975], [1.55108, -2.37266, 4.24921], [1.16533, -4.83513, -0.33873], [1.11112, -3.34510, -1.14048]],
  "energy_ev": -97119.9253,
  "homo_energy_ha": -0.469,
  "fmax_ha_per_bohr": 0.0162,
  "e_above_lowest_ev": 3.056,
  "charge": 2,
  "lumo_ev": -5.3091
}


# 3
{
  "formula": "C4H7N4",
  "method": "ωB97M-V/def2-TZVPD",
  "species": ["C", "C", "C", "C", "N", "N", "N", "N", "H", "H", "H", "H", "H", "H", "H"],
  "positions_angstrom": [[-2.23904, 0.46800, -0.05475], [0.00336, -1.29240, 0.14564], [-1.26843, 1.19529, -0.79946], [1.86079, 0.20565, 0.54940], [-2.79008, 0.00155, 0.80674], [0.00136, 1.02577, -0.57484], [0.56758, -0.03660, 0.05045], [-0.94042, -1.51269, -0.66129], [0.43930, -1.99353, 0.92303], [-1.64515, 2.06902, -1.30036], [2.25585, 1.24580, 0.44838], [1.92135, 0.06738, 1.62180], [2.50533, -0.58376, 0.18400], [0.80646, 1.47943, -0.99280], [-1.47825, -2.33891, -0.34596]],
  "energy_ev": -10211.1857,
  "smiles": "[H]/N=C/N(C)/[NH+]=C\\C#N",
  "homo_energy_ha": [-0.523, -0.523],
  "fmax_ha_per_bohr": 0.0717,
  "e_above_lowest_ev": 4.037,
  "charge": 1,
  "lumo_ev": [-5.9932, -5.9924]
}


# 4
{
  "formula": "C4H8BN3O",
  "method": "ωB97M-V/def2-TZVPD",
  "species": ["B", "C", "C", "C", "C", "N", "N", "N", "O", "H", "H", "H", "H", "H", "H", "H", "H"],
  "positions_angstrom": [[-0.80784, 1.29347, -0.09826], [0.74854, 0.18785, 1.34374], [1.48445, -0.93169, 1.54930], [0.74773, -1.13937, -0.64013], [-1.95017, 1.12996, -1.22907], [0.17798, 0.08467, 0.04226], [1.45986, -1.71416, 0.43598], [0.74008, -1.85464, -1.74540], [-0.67871, 2.19902, 0.86829], [0.73659, 1.16918, 1.74337], [2.14833, -1.15196, 2.48055], [-1.65432, 1.62773, -2.18546], [-2.96237, 1.52309, -0.89373], [-2.10843, 0.03853, -1.53013], [1.81595, -2.72776, 0.52689], [1.34333, -2.72727, -1.77036], [-1.24100, 2.99336, 1.10215]],
  "energy_ev": -11471.7815,
  "smiles": "[H]/N=c1\\[nH]ccn1B(C)O",
  "homo_energy_ha": -0.263,
  "fmax_ha_per_bohr": 0.0815,
  "e_above_lowest_ev": 1.853,
  "lumo_ev": 0.3256
}


# 5
{
  "formula": "C4H25NO9",
  "method": "ωB97M-V/def2-TZVPD",
  "species": ["C", "C", "C", "O", "N", "C", "O", "H", "H", "H", "H", "H", "H", "H", "H", "H", "H", "H", "H", "H", "O", "H", "H", "O", "H", "H", "O", "H", "H", "O", "H", "H", "O", "H", "H", "O", "H", "H", "O"],
  "positions_angstrom": [[0.78054, -2.77471, -0.08265], [0.66230, -1.35598, 0.53894], [1.81230, -1.22641, 1.54106], [2.76155, -0.23032, 1.17152], [-0.62900, -1.21748, 1.22660], [-1.86230, -1.22587, 0.45747], [-2.10566, -2.41493, -0.28302], [0.16777, -2.84550, -0.96794], [1.77521, -2.87903, -0.54348], [0.66532, -3.52539, 0.69314], [0.77473, -0.66269, -0.29653], [2.38704, -2.15707, 1.56519], [1.51741, -1.04404, 2.57160], [3.08451, -0.31563, 0.25338], [-0.64909, -1.86976, 2.00756], [-2.61724, -1.06472, 1.22932], [-1.87472, -0.44140, -0.28572], [-2.67418, -3.00614, 0.21619], [-0.42174, -1.40306, -3.71115], [-0.21193, -0.17720, -2.88542], [0.28988, -0.87414, -3.32395], [-0.60641, 2.60858, -0.95587], [-1.28099, 2.25126, -2.34069], [-1.01383, 2.96770, -1.75828], [-2.87100, 4.04229, 0.44391], [-2.03421, 2.84080, 0.93685], [-2.93783, 3.20713, 0.91383], [-3.04269, 1.38430, -0.13212], [-3.81738, 1.66057, -1.36807], [-3.66471, 0.94413, -0.73157], [2.54951, 1.44161, 1.53956], [2.16066, 2.23222, 2.82265], [2.21379, 2.30736, 1.86341], [0.14297, 1.52949, 1.01160], [0.40298, 2.91468, 0.86553], [-0.38215, 2.34636, 0.97163], [2.94779, -1.12516, -1.99151], [3.95860, -0.01669, -1.80337], [3.64221, -0.82512, -1.37956]],
  "energy_ev": -24470.8376,
  "smiles": "C[C@H](CO)NCO.O.O.O.O.O.O.O",
  "homo_energy_ha": -0.340,
  "fmax_ha_per_bohr": 0.0406,
  "e_above_lowest_ev": 1.443,
  "lumo_ev": 0.1103
}


# 6
{
  "formula": "C4H7NO",
  "method": "ωB97M-V/def2-TZVPD",
  "species": ["O", "C", "C", "N", "C", "C", "H", "H", "H", "H", "H", "H", "H"],
  "positions_angstrom": [[-1.55364, -0.89532, 0.93291], [-1.06723, -0.05190, -0.07994], [-0.21947, 1.20495, 0.27081], [0.92958, 0.75209, -0.56188], [1.37322, -0.54287, -0.08333], [0.14523, -0.48403, -0.90004], [-0.81955, -1.15641, 1.50361], [-1.94048, 0.17041, -0.69813], [-0.03109, 1.37386, 1.34063], [-0.55449, 2.12883, -0.19608], [1.35632, -0.76875, 0.98367], [2.27384, -0.87937, -0.59041], [0.10776, -0.85148, -1.92182]],
  "energy_ev": -7796.7403,
  "smiles": "O[C@H]1CN2C[C@@H]12",
  "homo_energy_ha": -0.348,
  "fmax_ha_per_bohr": 0.0088,
  "e_above_lowest_ev": 2.904,
  "lumo_ev": 0.9468
}


# 7
{
  "formula": "C4H13N2O2",
  "method": "ωB97M-V/def2-TZVPD",
  "species": ["C", "O", "C", "C", "C", "N", "N", "H", "H", "H", "H", "H", "H", "H", "H", "H", "H", "H", "H", "H", "O"],
  "positions_angstrom": [[-0.81376, 0.51599, 0.41992], [-0.40475, 1.63991, 0.97704], [0.47982, 0.08364, -0.43083], [1.12345, -1.02811, 0.29116], [0.31476, -2.38973, 0.00886], [-0.51354, -2.47272, -1.30343], [1.39509, 1.14873, -0.72721], [-1.61729, 0.63578, -0.30368], [-1.10545, -0.21978, 1.07244], [0.15997, -0.24687, -1.46775], [2.17332, -1.15026, -0.08263], [1.40009, -0.70721, 1.36225], [1.04777, -3.17089, 0.02083], [-0.45069, -2.50176, 0.77943], [0.17577, -2.11668, -2.03765], [-1.29266, -1.92092, -1.28247], [0.91587, 1.97626, -1.15296], [1.62880, 1.46203, 0.26596], [-1.77880, 3.92133, 0.57833], [-1.16028, 2.80158, 1.50526], [-1.67749, 3.73969, 1.50713]],
  "energy_ev": -11432.9881,
  "homo_energy_ha": -0.126,
  "fmax_ha_per_bohr": 0.1181,
  "e_above_lowest_ev": 1.749,
  "charge": -1,
  "lumo_ev": 3.9901
}


# 8
{
  "formula": "C12H16BNO5S",
  "method": "ωB97M-V/def2-TZVPD",
  "species": ["O", "O", "O", "O", "O", "S", "B", "C", "C", "C", "C", "C", "C", "N", "C", "C", "C", "C", "C", "C", "H", "H", "H", "H", "H", "H", "H", "H", "H", "H", "H", "H", "H", "H", "H", "H"],
  "positions_angstrom": [[0.39074, -0.00191, 1.70372], [2.47950, 4.54802, -0.85812], [-1.69660, -0.71264, -2.93790], [0.60651, 5.29328, -1.91140], [-0.36426, 1.27636, -2.55449], [-0.87506, -2.57945, 2.89411], [-1.15476, 0.19044, -2.04858], [0.40218, -0.94726, 0.96557], [1.51959, 4.35117, -1.56278], [-1.26732, -4.27315, 3.32716], [-0.21313, -5.03050, 2.99401], [0.87516, -4.42111, 2.26077], [0.59470, -3.13108, 2.01638], [-0.37419, -0.97932, -0.19541], [1.37270, -2.11197, 1.24736], [1.30116, 2.96032, -2.12578], [-0.12900, 2.14139, -0.19332], [-1.33770, 1.32414, 0.27357], [-0.06539, 2.39467, -1.70113], [-1.36092, -0.02953, -0.49378], [-1.69450, -0.47388, -3.91201], [0.90581, 6.14589, -1.58915], [-2.15727, -4.36817, 3.82298], [-0.31275, -6.11178, 3.15000], [1.62952, -4.87760, 1.59452], [-0.41587, -1.80973, -0.71479], [2.26812, -1.85780, 1.87278], [1.60161, -2.54301, 0.27485], [1.28460, 3.04694, -3.19016], [2.13480, 2.30221, -1.84730], [0.76941, 1.61148, 0.15880], [-0.05149, 3.10021, 0.36020], [-1.22846, 1.12428, 1.29544], [-2.28915, 1.83465, 0.15738], [-0.82333, 3.10835, -2.06287], [-2.32492, -0.49392, -0.47061]],
  "energy_ev": -35944.9158,
  "smiles": "O=C(O)C[C@@H]1CC[C@H](NC(=O)Cc2cccs2)B(O)O1",
  "homo_energy_ha": -0.326,
  "fmax_ha_per_bohr": 0.0887,
  "e_above_lowest_ev": 1.147,
  "lumo_ev": 0.3705
}